[1]
7
Properties=species:S:1:pos:R:3:forces:R:3 method="wB97M-V/def2-TZVPD" de_lowest_kcal_mol=89.9 homo_lumo_gap_ev="8.5427 / 8.9151" lumo_ev="-2.9 / -2.0"
C 0.276 -0.838 -0.241 -0.6955 0.8156 -0.4789
N 0.454 -1.794 0.526 0.2794 -0.9282 0.2936
N 0.399 0.482 0.049 -0.2641 2.0909 -0.3278
F -0.158 -0.921 -1.507 0.1879 -0.7174 0.1232
F -1.436 0.940 0.810 -0.2553 -0.0112 0.1127
H 0.557 0.987 0.893 0.6955 -0.9169 1.1456
H -0.091 1.144 -0.531 0.0521 -0.3327 -0.8683

[2]
13
Properties=species:S:1:pos:R:3:forces:R:3 method="wB97M-V/def2-TZVPD" total_charge=-1 de_lowest_kcal_mol=23.5 homo_lumo_gap_ev=5.5964 lumo_ev=3.1
C -0.458 -0.431 2.174 -1.2235 -0.6943 1.9928
C -0.574 0.949 1.499 -0.7889 -1.1128 -0.1857
S 0.319 0.960 -0.093 -0.1145 0.2782 0.0220
N 0.937 -0.625 2.582 0.7043 -0.8918 0.2144
H -0.780 -1.392 1.689 0.2147 1.2891 -0.6664
H -1.181 -0.535 3.128 1.4808 0.8058 -1.3645
H -0.116 1.605 2.241 0.0577 0.3367 -0.0381
H -1.639 1.252 1.425 0.4518 -0.1509 -0.1532
H 1.557 0.123 2.283 -0.7106 0.6694 0.0796
H 1.320 -1.326 1.965 -0.0709 -0.5292 0.0608
H 0.153 -0.395 -5.515 0.0262 0.3568 -0.1303
H 0.258 0.332 -6.907 -0.0137 0.1646 0.3995
O 0.203 -0.519 -6.469 -0.0134 -0.5216 -0.2308

[3]
8
Properties=species:S:1:pos:R:3:forces:R:3 method="wB97M-V/def2-TZVPD" de_lowest_kcal_mol=89.9 multiplicity=3 homo_lumo_gap_ev="5.6131 / 6.8294" lumo_ev="0.9 / -3.1"
C 0.021 -0.524 0.706 0.2013 1.4610 -1.1011
C -0.605 0.497 -0.300 -3.5210 -0.1326 2.8977
P 0.466 -0.836 -1.112 0.7422 -4.0304 -1.1311
Cl -0.071 2.106 -0.292 -0.3082 0.1407 -0.1514
H 0.774 0.031 1.271 0.0795 -0.6361 -0.0709
H -0.581 -1.214 1.321 -0.2556 0.5723 -0.6073
H -1.599 0.132 -0.663 0.5054 1.5091 0.2362
H 1.595 -0.191 -0.930 2.5564 1.1159 -0.0721

[4]
14
Properties=species:S:1:pos:R:3:forces:R:3 method="wB97M-V/def2-TZVPD" de_lowest_kcal_mol=144.9 homo_lumo_gap_ev=8.1781 lumo_ev=0.7
C -0.980 -0.457 -0.175 0.8913 2.2129 1.5528
C -0.176 1.643 0.198 0.2986 2.9803 -1.4377
C 0.917 0.833 0.000 -0.2194 -1.8752 0.8097
C 2.243 -0.052 0.047 2.8313 3.5286 3.0138
C 0.434 -0.487 -0.135 -5.4307 1.2349 -0.5233
H -1.387 -2.368 0.603 -2.7710 3.8461 -1.8437
H -2.382 -1.462 -0.836 0.2347 -1.0647 3.6915
H -2.288 1.400 -0.266 -1.0839 0.4088 -0.1626
H -0.037 2.761 0.228 -0.8767 -1.2890 0.0726
H 2.745 -0.349 1.035 0.7217 2.5202 -1.2160
H 2.758 0.070 -0.872 1.4817 0.6302 -0.3573
N -2.008 -1.332 0.249 1.4121 -4.5258 -3.2787
N -1.423 0.996 -0.053 6.8358 -3.3874 1.1162
O 1.585 -1.198 -0.023 -4.3256 -5.2197 -1.4374

Computed values of energy (unit: Ha) for the preceding records, in sequence: -348.3732 -609.1866 -879.9099 -378.6401.